1.
Computed, not measured: C18H24As2AuCl2FO2 as an isolated structure, with wB97M-V/def2-TZVPD.

Each line ends with the natural charge from an NBO analysis.
Element x y z (Å)
Au1 -0.0368 -0.4329 -0.3849  0.484
C1 3.3558 1.1549 -0.7813  -0.928
As1 2.0233 0.5798 0.4996  0.857
C2 2.1807 1.8691 1.9310  -0.931
C3 2.7848 -1.0682 1.2233  -0.374
C4 3.9185 -0.9336 2.0192  -0.150
C5 4.5479 -2.0395 2.5714  -0.176
C6 4.0448 -3.3062 2.3284  -0.172
C7 2.9183 -3.4565 1.5327  -0.209
C8 2.2753 -2.3561 0.9730  -0.342
As2 0.7307 -2.7380 -0.1582  0.887
C9 -0.1641 -4.2160 0.7095  -0.930
C10 1.5251 -3.5387 -1.7316  -0.926
H1 4.3086 1.2958 -0.2730  0.246
H2 3.0376 2.0890 -1.2397  0.249
H3 3.4644 0.3917 -1.5490  0.250
H4 3.2209 1.9931 2.2250  0.245
H5 1.5915 1.5448 2.7857  0.253
H6 1.7990 2.8200 1.5628  0.247
H7 4.3314 0.0476 2.2193  0.208
H8 5.4270 -1.9071 3.1873  0.239
H9 4.5246 -4.1778 2.7523  0.241
H10 2.5449 -4.4571 1.3518  0.220
H11 -1.0753 -4.4345 0.1564  0.252
H12 -0.4148 -3.9429 1.7318  0.256
H13 0.4738 -5.0976 0.7049  0.246
H14 2.2381 -4.3001 -1.4190  0.248
H15 2.0345 -2.7771 -2.3172  0.248
H16 0.7403 -3.9929 -2.3340  0.251
Cl1 -1.9536 5.3741 -1.3641  -0.043
C11 -0.2547 5.0824 -1.7982  -0.377
Cl2 0.1553 3.3678 -1.6108  -0.044
H17 0.3673 5.6679 -1.1328  0.243
H18 -0.1175 5.3610 -2.8356  0.247
F1 -3.3614 3.7667 1.0443  -0.185
C12 -3.2201 2.9050 0.1265  1.000
C13 -5.4308 2.1297 -0.2465  -0.202
C14 -5.5248 0.7992 -0.3068  -0.121
C15 -4.4078 0.1907 -1.0351  -0.136
C16 -4.2073 -1.0961 -1.2983  -0.258
C17 -3.5116 1.3123 -1.4980  0.057
C18 -4.1684 2.6010 -0.9586  -0.407
H19 -6.1200 2.8263 0.2065  0.266
H20 -6.3530 0.2301 0.0907  0.264
H21 -3.3613 -1.4236 -1.8898  0.215
H22 -4.8841 -1.8582 -0.9365  0.235
H23 -3.2963 1.3200 -2.5652  0.265
H24 -4.2886 3.4375 -1.6475  0.313
O1 -2.1723 1.2815 -0.8949  -0.184
O2 -2.2398 2.1118 0.2732  -0.137

## Properties
Frontier orbital gap: 6.5 eV
Energy above the lowest of the compared OMol25 structures with the same formula, charge and spin: 0.0 kcal per mole
Highest occupied orbital energy: -0.4989 Eh
DFT total energy: -6477.52019 Ha
Maximum force: 0.391 eV/Å
Total charge: +2

---

2.
Computed, not measured: C18H24AsN2O6PtS as an isolated structure in a non-equilibrium geometry, with wB97M-V/def2-TZVPD.

Each line ends with the natural charge from an NBO analysis.
Element x y z (Å)
Pt1 -0.0984 0.3546 1.1140  1.302
O1 2.5895 1.5254 3.9890  -0.565
C1 1.6816 0.8379 3.5808  0.761
O2 1.5953 0.2783 2.4470  -0.715
C2 0.5484 0.5033 4.5759  -0.118
C3 0.9493 -0.0137 5.7925  -0.123
C4 0.0140 -0.3030 6.7810  -0.140
C5 -1.3327 -0.0491 6.5475  -0.210
C6 -1.7466 0.4646 5.3399  -0.161
C7 -0.8141 0.7239 4.3103  -0.252
S1 -1.4795 1.3585 2.8483  0.316
H1 2.0012 -0.1729 5.9767  0.238
H2 0.3444 -0.6964 7.7318  0.235
H3 -2.0638 -0.2526 7.3162  0.238
H4 -2.7917 0.6643 5.1569  0.233
C8 1.4604 3.0908 -2.4430  -0.953
As1 1.9607 2.2390 -0.7595  1.934
C9 2.7713 0.4619 -0.7813  -0.966
C10 3.3213 3.4291 -0.0440  -0.980
O3 0.6695 2.2946 0.2931  -1.001
H5 2.3004 3.0617 -3.1346  0.255
H6 1.2255 4.1302 -2.1943  0.256
H7 0.5929 2.6014 -2.8729  0.283
H8 3.4431 0.3340 -1.6273  0.266
H9 1.9983 -0.3042 -0.7995  0.241
H10 3.3356 0.3715 0.1494  0.274
H11 4.2008 3.4205 -0.6896  0.255
H12 3.5988 3.1204 0.9629  0.272
H13 2.9084 4.4391 -0.0141  0.258
C11 0.9098 -2.1874 -3.7151  -0.617
C12 -0.4521 -1.6206 -4.0931  -0.369
C13 -1.3590 -1.4492 -2.8605  -0.264
C14 -2.7333 -0.8543 -3.2649  -0.372
C15 -3.6976 -0.7085 -2.0914  -0.621
C16 -1.6341 -2.8150 -2.2471  0.722
O4 -1.9399 -3.7767 -2.8922  -0.522
N1 -1.5585 -2.8957 -0.8599  -0.649
C17 -1.1610 -1.8866 -0.0446  0.799
O5 -1.1141 -1.9720 1.1843  -0.582
N2 -0.7464 -0.7257 -0.6006  -0.727
C18 -0.6816 -0.4502 -1.9200  0.730
O6 -0.1207 0.5490 -2.3183  -0.618
H14 1.5391 -2.2331 -4.5971  0.234
H15 0.8156 -3.1926 -3.3113  0.213
H16 1.4040 -1.5565 -2.9779  0.188
H17 -0.9494 -2.2953 -4.7907  0.238
H18 -0.3267 -0.6475 -4.5692  0.228
H19 -3.1788 -1.5154 -4.0125  0.236
H20 -2.5636 0.1188 -3.7299  0.227
H21 -3.9006 -1.6713 -1.6248  0.206
H22 -4.6444 -0.3073 -2.4451  0.240
H23 -3.3031 -0.0299 -1.3359  0.199
H24 -1.7874 -3.7897 -0.4357  0.448

## Properties
Frontier orbital gap (spin up / spin down): 5.1 / 5.1 eV
Highest occupied orbital energy (spin up / spin down): -0.4318 / -0.4317 Eh
DFT total energy: -4014.24638 Ha
Maximum force: 4.124 eV/Å
Total charge: +1

---

3.
Computed, not measured: C18H24BClF4IN3OPtS as an isolated structure, with wB97M-V/def2-TZVPD.

Each line ends with the Löwdin charge.
Element x y z (Å)
Pt1 -1.2769 0.2433 -0.2931  1.012
Cl1 -6.9233 3.0568 -2.8385  0.689
C1 -5.4046 2.7886 -2.0370  -0.611
C2 -4.7296 3.8438 -1.4864  -0.161
C3 -3.4999 3.6666 -0.8336  -0.648
I1 -2.5007 5.2792 -0.0013  0.964
C4 -2.9233 2.4113 -0.7289  -0.435
O1 -1.7894 2.1728 -0.1309  -0.246
C5 -3.6385 1.3254 -1.3108  -0.131
N1 -3.0339 0.0941 -1.1972  -0.099
C6 -3.6224 -0.9684 -1.7019  -0.123
C7 -4.8582 -0.8870 -2.3602  -0.029
C8 -5.4803 0.3215 -2.4934  -0.003
C9 -4.8752 1.4814 -1.9646  -0.169
H1 -5.1517 4.8369 -1.5560  0.096
H2 -3.1168 -1.9161 -1.5850  0.059
H3 -5.2989 -1.7911 -2.7539  0.112
H4 -6.4329 0.4044 -2.9979  0.098
C10 0.3308 -0.7809 3.9042  -0.091
C11 1.8328 -0.9961 4.0871  -0.239
C12 2.5704 -1.4873 2.8425  -0.193
C13 2.0121 -2.7855 2.2640  -0.160
N2 0.8145 -2.5967 1.4463  0.025
C14 0.7916 -2.1586 0.1969  -0.715
S1 -0.7748 -2.0128 -0.5717  0.628
N3 1.9229 -1.9454 -0.4542  0.060
C15 2.0549 -1.5608 -1.8628  -0.189
C16 2.2207 -0.0624 -2.0693  -0.188
C17 3.4696 0.5292 -1.4190  -0.249
C18 4.7786 -0.0704 -1.9230  -0.108
H5 -0.0689 -0.1642 4.7082  0.082
H6 -0.2218 -1.7260 3.9270  0.067
H7 0.1090 -0.2629 2.9717  0.055
H8 2.0006 -1.7113 4.8995  0.106
H9 2.2922 -0.0557 4.3928  0.110
H10 3.6213 -1.6503 3.0962  0.118
H11 2.5469 -0.7057 2.0790  0.088
H12 1.7385 -3.4783 3.0610  0.129
H13 2.7517 -3.3041 1.6482  0.119
H14 -0.0860 -2.6059 1.8988  0.111
H15 2.7646 -1.8836 0.1007  0.134
H16 1.1771 -1.9308 -2.3857  0.087
H17 2.9218 -2.1038 -2.2422  0.117
H18 1.3358 0.4493 -1.6871  0.084
H19 2.2472 0.1092 -3.1498  0.121
H20 3.4020 0.4313 -0.3309  0.096
H21 3.4682 1.6043 -1.6042  0.117
H22 4.8853 -1.1257 -1.6593  0.060
H23 5.6341 0.4524 -1.4953  0.072
H24 4.8527 0.0038 -3.0103  0.077
F1 0.0918 2.2415 2.2897  0.169
B1 1.0548 1.9424 1.3693  -1.215
F2 1.2575 2.8778 0.3985  0.173
F3 2.2277 1.4853 1.9414  0.145
F4 0.5281 0.6754 0.6124  -0.178

## Properties
Frontier orbital gap: 7.0 eV
Energy above the lowest of the compared OMol25 structures with the same formula, charge and spin: 0.0 kcal per mole
Highest occupied orbital energy: -0.2824 Eh
DFT total energy: -2639.81509 Ha
Maximum force: 0.397 eV/Å

---

4.
Computed, not measured: C18H24CrFN3O10P2S as an isolated structure in a non-equilibrium geometry, with wB97M-V/def2-TZVPD.

Each line ends with the natural charge from an NBO analysis.
Element x y z (Å)
Cr1 -0.1082 -0.0600 0.4455  1.107
O1 1.2027 1.3471 0.4561  -0.562
N1 2.0448 1.7844 -0.4646  0.002
C1 3.2933 1.2670 -0.4627  0.040
C2 4.2226 1.6630 -1.3753  -0.284
C3 3.8333 2.6149 -2.3370  -0.175
C4 2.5658 3.1263 -2.3046  -0.243
C5 1.6190 2.7383 -1.3208  0.104
S1 0.0792 3.4355 -1.1671  -0.281
H1 3.4649 0.5420 0.3184  0.240
H2 5.2140 1.2352 -1.3542  0.219
H3 4.5361 2.9496 -3.0899  0.210
H4 2.2338 3.8641 -3.0194  0.229
C6 -1.8543 1.4352 4.5539  -0.633
C7 -0.6316 1.9069 3.7803  -0.479
O2 -0.0334 2.9991 4.4685  -0.724
P1 -1.1654 2.4994 2.1208  2.372
O3 -2.4613 3.3788 2.5061  -0.989
O4 -0.0908 3.5389 1.6264  -1.029
O5 -1.5429 1.4628 1.1294  -1.087
P2 0.6366 0.5760 3.5468  2.381
O6 0.6317 -0.2295 4.9538  -0.991
O7 1.9399 1.2377 3.3717  -1.114
O8 0.0336 -0.3917 2.5327  -1.165
H5 -2.5801 2.2425 4.6314  0.230
H6 -1.5431 1.1413 5.5552  0.225
H7 -2.3251 0.5899 4.0484  0.219
H8 0.8722 3.0650 4.1288  0.505
H9 -2.6969 3.9450 1.7621  0.504
H10 0.0780 3.4635 0.6678  0.471
H11 -0.0228 -0.9333 4.9291  0.491
C8 -3.7374 -1.8031 -0.7557  -0.662
C9 -2.3897 -1.1715 -0.6884  0.257
N2 -1.7068 -1.1317 0.4201  -0.166
O9 -2.3137 -1.6552 1.5576  -0.568
C10 -1.7085 -0.6011 -1.7995  0.009
C11 -2.1974 -0.5704 -3.2073  -0.658
N3 -0.5172 -0.0934 -1.4489  0.042
O10 0.2845 0.3514 -2.3089  -0.520
H12 -4.3424 -1.4732 0.0884  0.240
H13 -3.6431 -2.8895 -0.6921  0.233
H14 -4.2355 -1.5428 -1.6869  0.222
H15 -1.6802 -1.3785 2.2458  0.503
H16 -2.5739 -1.5428 -3.5323  0.208
H17 -1.3614 -0.2841 -3.8429  0.259
H18 -2.9903 0.1721 -3.3379  0.210
F1 0.7930 -4.6863 -4.5975  -0.350
C12 0.8433 -3.9667 -3.4400  0.360
C13 -0.0037 -4.3011 -2.4064  -0.298
C14 0.0686 -3.5703 -1.2259  -0.206
C15 0.9700 -2.5163 -1.0619  -0.012
C16 1.0485 -1.7739 0.2211  -0.696
C17 1.7997 -2.2127 -2.1449  -0.177
C18 1.7466 -2.9310 -3.3309  -0.286
H19 -0.6973 -5.1242 -2.5232  0.213
H20 -0.5923 -3.8275 -0.4041  0.206
H21 0.7312 -2.4039 1.0542  0.216
H22 2.0660 -1.4274 0.4285  0.199
H23 2.4915 -1.3834 -2.0580  0.215
H24 2.4021 -2.6966 -4.1598  0.217

## Properties
Frontier orbital gap (spin up / spin down): 7.4 / 7.4 eV
Energy above the lowest of the compared OMol25 structures with the same formula, charge and spin: 11.3 kcal per mole
Highest occupied orbital energy (spin up / spin down): -0.1761 / -0.1764 Eh
DFT total energy: -3842.40549 Ha
2S+1: 2
Maximum force: 2.973 eV/Å
Total charge: -1

---

5.
Computed, not measured: C18H24F3FeN10O3Te4 as an isolated structure in a non-equilibrium geometry, with wB97M-V/def2-TZVPD.

Each line ends with the natural charge from an NBO analysis.
Element x y z (Å)
Fe1 1.6177 0.5511 0.3365  0.919
Te1 4.0940 0.5677 1.3260  -0.113
Te2 6.4895 -0.3095 2.1186  -0.545
Te3 6.7521 0.5104 -1.9598  -0.218
Te4 4.2042 0.6456 -1.4352  0.113
N1 2.0188 4.0113 -0.6341  -0.779
C1 1.2260 3.2429 -1.4090  0.628
N2 0.4784 3.9011 -2.3032  -0.645
C2 -0.1424 3.1088 -3.1862  0.585
N3 -0.9622 3.7504 -4.0891  -0.807
N4 -0.0619 1.8014 -3.2701  -0.602
C3 0.6600 1.2018 -2.2851  0.366
N5 1.2995 1.9101 -1.2857  -0.673
C4 0.7511 -0.2018 -2.2777  0.064
C5 0.1306 -0.9859 -3.2873  -0.214
C6 0.1656 -2.3448 -3.2137  -0.203
C7 0.8398 -2.9549 -2.1316  -0.327
C8 1.4250 -2.1393 -1.1919  0.056
N6 1.3999 -0.8038 -1.2224  -0.567
H1 1.7845 4.9885 -0.6333  0.392
H2 2.3746 3.6227 0.2240  0.418
H3 -0.7649 4.7292 -4.2100  0.385
H4 -1.1581 3.2243 -4.9235  0.385
H5 -0.3708 -0.4652 -4.0893  0.231
H6 -0.3131 -2.9482 -3.9758  0.199
H7 0.9115 -4.0288 -2.0319  0.202
H8 1.9761 -2.5772 -0.3743  0.196
O1 -1.8575 -1.3233 0.1011  -0.672
C9 -1.6699 -0.0137 0.2369  0.849
O2 -0.6243 0.5366 0.0194  -0.647
C10 -2.8972 0.7941 0.5959  -0.177
N7 -4.0883 -0.0691 0.7310  -0.659
C11 -5.0942 0.3951 -0.2416  -0.221
C12 -4.7401 1.8533 -0.5232  -0.416
C13 -3.2136 1.8137 -0.5185  -0.410
H9 -2.6575 1.2986 1.5328  0.247
H10 -4.4468 -0.0211 1.6736  0.376
H11 -2.8073 -1.4513 0.3221  0.508
H12 -6.1018 0.2468 0.1467  0.196
H13 -4.9996 -0.1926 -1.1592  0.184
H14 -5.1070 2.4882 0.2881  0.194
H15 -5.1545 2.2165 -1.4636  0.215
H16 -2.7451 2.7749 -0.3208  0.241
H17 -2.8339 1.4557 -1.4783  0.223
F1 2.0422 3.0331 1.9248  -0.406
C14 1.2184 1.9040 1.8121  0.646
F2 1.2770 1.3973 3.0876  -0.383
F3 -0.0269 2.4734 1.7365  -0.379
C15 1.6556 -4.5070 3.4220  -0.402
N8 1.2903 -3.1423 3.1427  -0.413
C16 0.0158 -2.5707 3.4924  -0.319
C17 0.0210 -1.2781 2.6740  0.689
O3 -0.8810 -0.4756 2.7220  -0.602
N9 1.1880 -1.2215 1.9310  -0.661
C18 1.8638 -2.3336 2.2173  0.670
N10 3.0264 -2.6656 1.6432  -0.805
H18 1.2589 -4.7822 4.3979  0.213
H19 2.7381 -4.6207 3.4692  0.205
H20 1.2619 -5.2030 2.6738  0.194
H21 -0.0523 -2.3321 4.5555  0.221
H22 -0.8286 -3.2045 3.2093  0.212
H23 3.5785 -1.8760 1.3028  0.444
H24 3.5660 -3.4051 2.0589  0.398

## Properties
Frontier orbital gap (spin up / spin down): 4.8 / 5.2 eV
Energy above the lowest of the compared OMol25 structures with the same formula, charge and spin: 44.2 kcal per mole
Highest occupied orbital energy (spin up / spin down): -0.0982 / -0.1358 Eh
DFT total energy: -4109.18564 Ha
2S+1: 5
Maximum force: 1.955 eV/Å
Total charge: -1

---

6.
Computed, not measured: a single C18H24FN3O2 molecule in a non-equilibrium geometry, with wB97M-V/def2-TZVPD.

Each line ends with the natural charge from an NBO analysis.
Element x y z (Å)
C1 1.3555 2.3109 1.6258  -0.418
N1 1.4196 1.5953 0.3692  -0.432
C2 1.0318 0.1967 0.4898  -0.226
C3 2.1676 -0.6901 1.0053  -0.384
C4 3.3462 -0.8084 0.0353  -0.218
C5 4.2336 -2.0055 0.3919  -0.424
C6 5.4232 -2.0725 -0.5676  -0.061
O1 6.1866 -0.8900 -0.5491  -0.529
C7 5.4147 0.2325 -0.9117  -0.063
C8 4.2285 0.4414 0.0297  -0.438
C9 0.7426 2.2921 -0.7118  -0.275
C10 -0.7366 2.2320 -0.5507  0.511
N2 -1.5251 1.2934 -0.9790  -0.504
C11 -2.7286 1.6191 -0.4258  0.320
C12 -3.9387 0.7766 -0.5870  -0.459
C13 -3.6527 -0.5723 0.0210  -0.085
C14 -3.3120 -0.6865 1.3635  -0.184
C15 -3.0043 -1.9147 1.9202  -0.224
C16 -3.0323 -3.0591 1.1402  -0.195
C17 -3.3728 -2.9735 -0.1975  -0.275
C18 -3.6733 -1.7354 -0.7358  0.404
F1 -4.0077 -1.6691 -2.0430  -0.327
N3 -2.6741 2.6968 0.3037  -0.161
O2 -1.3762 3.1106 0.2308  -0.282
H1 0.3342 2.4101 2.0209  0.176
H2 1.9576 1.7826 2.3611  0.205
H3 1.7739 3.3075 1.4911  0.202
H4 0.7292 -0.1596 -0.4970  0.210
H5 0.1619 0.0802 1.1578  0.177
H6 2.5266 -0.3222 1.9673  0.196
H7 1.7473 -1.6853 1.1694  0.208
H8 2.9496 -0.9624 -0.9753  0.191
H9 3.6698 -2.9379 0.3325  0.207
H10 4.6057 -1.8896 1.4117  0.202
H11 6.1096 -2.8736 -0.2845  0.191
H12 5.0569 -2.2633 -1.5900  0.153
H13 6.0976 1.0839 -0.8756  0.191
H14 5.0494 0.1134 -1.9450  0.152
H15 3.6525 1.3106 -0.2817  0.235
H16 4.6077 0.6176 1.0382  0.198
H17 1.0088 1.8156 -1.6577  0.230
H18 1.0720 3.3332 -0.7163  0.223
H19 -4.1642 0.6667 -1.6486  0.253
H20 -4.7733 1.2642 -0.0810  0.245
H21 -3.2921 0.2066 1.9714  0.221
H22 -2.7419 -1.9798 2.9653  0.217
H23 -2.7915 -4.0182 1.5721  0.218
H24 -3.4063 -3.8468 -0.8295  0.230

## Properties
Frontier orbital gap: 9.5 eV
Energy above the lowest of the compared OMol25 structures with the same formula, charge and spin: 50.6 kcal per mole
Highest occupied orbital energy: -0.3213 Eh
DFT total energy: -1114.87186 Ha
Structure (SMILES): CN(CCC1CCOCC1)Cc1nc(Cc2ccccc2F)no1
Maximum force: 1.245 eV/Å